Density functional theory data (wB97M-V/def2-TZVPD) for a structure of composition C33H32N6NdO6.

Summary:
Multiplicity: 4
Energy relative to the best compared isomer or geometry (same formula, charge and spin), kJ/mol: 190.3
Total charge: +1
Lowest unoccupied orbital energy (spin up / spin down), eV: -2.5 / -2.4
Maximum force, eV Å⁻¹: 3.25

Positions of all 78 atoms, in Å:
1 Nd -12.5980 -13.2852 -5.1562
2 C -11.0013 -15.9747 -3.0564
3 N -12.2503 -15.2593 -2.8373
4 C -12.2561 -14.8659 -1.3752
5 C -12.9882 -13.6764 -1.0197
6 C -13.9163 -13.6567 0.0162
7 C -14.6554 -12.5174 0.2418
8 C -14.3777 -11.3334 -0.4527
9 C -13.3106 -11.3689 -1.3664
10 N -12.6921 -12.4926 -1.6208
11 C -13.3995 -16.0681 -3.1686
12 C -14.7203 -15.4091 -3.2961
13 C -15.8555 -15.9919 -2.7154
14 C -17.0836 -15.3250 -2.7283
15 C -17.1059 -14.0536 -3.2404
16 C -15.9476 -13.5425 -3.9030
17 N -14.7586 -14.2001 -3.8754
18 C -10.7656 -16.4235 -4.4736
19 C -9.7299 -17.2783 -4.7499
20 C -9.5231 -17.7959 -6.0362
21 C -10.3838 -17.3490 -7.0171
22 C -11.3958 -16.4416 -6.7492
23 N -11.5000 -15.9090 -5.4971
24 H -10.1480 -15.3189 -2.7241
25 H -10.9226 -16.9135 -2.4167
26 H -12.7012 -15.6484 -0.7521
27 H -11.2174 -14.8675 -1.1000
28 H -14.0320 -14.5731 0.5755
29 H -15.4747 -12.5445 0.9499
30 H -14.9354 -10.4283 -0.2913
31 H -13.0099 -10.4986 -1.9181
32 H -13.1369 -16.5334 -4.1595
33 H -13.5161 -16.8422 -2.3948
34 H -15.8378 -17.0709 -2.4002
35 H -18.0516 -15.7738 -2.3566
36 H -18.0214 -13.4682 -3.1835
37 H -15.8806 -12.5076 -4.2471
38 H -9.1212 -17.5987 -3.9732
39 H -8.6861 -18.4659 -6.2108
40 H -10.3180 -17.7724 -8.0328
41 H -12.1595 -16.1959 -7.4460
42 O -16.6537 -9.4074 -8.6285
43 C -15.7829 -10.2394 -7.9829
44 C -15.6402 -11.6135 -8.2648
45 C -14.9453 -12.4357 -7.3840
46 N -14.2623 -11.9034 -6.3482
47 C -14.5323 -10.6513 -5.9522
48 C -15.3557 -9.8051 -6.7133
49 C -14.0316 -10.3330 -4.5863
50 O -14.6127 -9.5595 -3.8103
51 O -12.9722 -11.0501 -4.2809
52 C -14.7501 -13.9522 -7.4638
53 O -15.5246 -14.6582 -8.0978
54 O -13.6923 -14.4160 -6.8564
55 H -16.4047 -9.3707 -9.5776
56 H -16.0593 -12.1274 -9.1456
57 H -15.6967 -8.8369 -6.3255
58 O -10.9145 -12.6462 -3.4763
59 C -9.7849 -11.7485 -3.2336
60 C -9.1890 -11.2252 -4.5624
61 C -8.8899 -12.3635 -5.6077
62 C -9.5755 -12.2626 -6.9818
63 C -8.8555 -11.7330 -7.9991
64 C -9.3279 -11.7129 -9.2896
65 C -10.5766 -12.2973 -9.5060
66 C -11.2766 -12.8462 -8.4445
67 N -10.7571 -12.8673 -7.1625
68 H -11.8283 -12.4843 -2.5738
69 H -9.1105 -12.2982 -2.6131
70 H -10.1137 -10.8913 -2.5889
71 H -8.2750 -10.6359 -4.4556
72 H -9.9638 -10.5402 -4.9310
73 H -9.2192 -13.3100 -5.1752
74 H -7.8224 -12.4488 -5.8257
75 H -7.9480 -11.1187 -7.8002
76 H -8.7266 -11.2947 -10.0923
77 H -11.0689 -12.2928 -10.5120
78 H -12.2503 -13.3002 -8.5700

Löwdin atomic charge list, values in e, 6 entries: 1.9227 -0.1496 -0.1665 -0.0978 -0.2164 0.0028